{"formula": "C28H27F3N6O6S4Sn", "method": "ωB97M-V with the def2-TZVPD basis set", "symbols": ["H", "H", "H", "C", "H", "F", "F", "C", "S", "H", "H", "H", "H", "N", "H", "N", "C", "C", "O", "C", "C", "H", "O", "C", "C", "H", "C", "O", "C", "S", "N", "C", "O", "H", "H", "C", "Sn", "C", "H", "N", "C", "C", "F", "H", "N", "N", "C", "O", "C", "H", "H", "S", "H", "C", "S", "H", "C", "H", "H", "H", "C", "H", "H", "H", "C", "C", "H", "C", "C", "C", "C", "C", "C", "H", "O"], "coordinates": [[2.250, 6.111, 3.237], [-2.375, 1.590, -6.703], [5.974, -3.455, 0.532], [1.831, -2.908, -2.104], [3.667, -1.944, -2.652], [0.602, -0.389, 3.553], [-0.090, 1.604, 4.002], [1.385, -2.882, 1.780], [2.828, -1.798, 1.738], [3.815, -3.992, 1.782], [1.755, 6.728, 1.662], [1.447, -3.527, 2.663], [-2.818, 4.934, 3.468], [-0.301, 3.333, 1.873], [3.125, -1.575, -1.020], [2.639, -0.142, -4.224], [-5.933, -4.835, 2.321], [-1.835, 4.764, 3.058], [3.041, 0.923, -6.493], [0.389, 0.657, -4.214], [1.404, 6.492, 2.665], [-0.186, 0.764, -7.560], [-1.363, 2.229, -0.545], [1.618, 0.235, -3.425], [0.602, 0.538, -5.570], [-1.775, -2.959, 2.848], [4.206, -2.981, 1.653], [-0.426, 4.099, -0.846], [-3.039, -1.862, 1.508], [0.531, -2.692, -0.863], [-2.450, 2.616, 2.219], [-2.060, -0.863, 1.256], [1.820, 4.115, 1.577], [-4.522, -1.003, 0.225], [0.311, -4.425, 0.769], [-1.170, -0.055, 1.057], [0.569, 1.335, 0.621], [3.211, -2.367, -1.757], [-2.229, 1.728, 1.778], [0.352, 5.497, 2.598], [5.038, -2.909, 0.375], [-5.250, -2.783, 1.170], [2.012, 1.260, 3.609], [-6.224, -2.738, 0.700], [-6.723, -5.642, 2.547], [-1.439, 3.429, -0.972], [-0.821, 1.112, -3.719], [2.215, -1.377, -6.392], [-0.368, 0.862, -6.498], [-3.304, 2.693, 2.737], [1.005, 7.387, 3.141], [4.306, -3.673, -1.091], [1.881, -3.960, -2.398], [-1.502, 3.543, 2.375], [2.261, -0.065, -5.776], [0.563, -2.187, 1.954], [1.103, -3.708, 0.529], [1.975, -4.279, 0.214], [4.859, -2.772, 2.506], [5.308, -1.876, 0.149], [-0.874, 5.703, 3.127], [-1.033, 6.664, 3.600], [1.451, -2.360, -2.964], [-0.975, 1.215, -2.652], [-1.808, 1.446, -4.638], [-1.586, 1.321, -6.009], [-3.461, -4.712, 3.319], [0.762, 0.921, 3.124], [-4.950, -3.830, 2.042], [-4.303, -1.814, 0.907], [-3.692, -3.898, 2.644], [0.684, 4.272, 1.975], [-2.751, -2.924, 2.380], [-2.762, 1.816, -4.282], [1.603, 0.220, -2.196]], "forces_ev_per_a": [[0.0, 0.0, 0.0], [0.0, 0.0, 0.0], [0.0, 0.0, 0.0], [0.0, -0.1, 0.0], [0.0, -0.1, 0.0], [0.1, 0.0, 0.0], [0.0, 0.0, 0.0], [0.0, 0.0, 0.0], [0.1, -0.1, 0.0], [0.0, 0.0, 0.0], [0.0, 0.0, 0.0], [0.1, 0.0, 0.0], [0.0, 0.0, 0.0], [-0.1, 0.1, 0.0], [0.0, 0.1, 0.0], [0.0, -0.1, 0.0], [-0.1, -0.1, 0.0], [0.1, 0.0, 0.0], [0.0, 0.0, 0.0], [0.1, 0.0, 0.1], [0.0, 0.0, 0.0], [0.0, 0.0, 0.0], [-0.1, 0.0, 0.0], [-0.2, 0.0, 0.0], [0.0, 0.0, 0.0], [0.0, 0.0, 0.0], [0.0, 0.0, 0.0], [0.1, 0.1, 0.0], [0.0, 0.0, 0.1], [0.0, 0.0, 0.0], [0.0, -0.1, 0.1], [0.1, 0.0, 0.0], [-0.1, 0.0, 0.1], [0.0, 0.0, 0.0], [0.0, 0.0, 0.0], [-0.1, 0.0, 0.0], [0.0, 0.1, 0.4], [0.0, 0.0, 0.0], [0.0, 0.0, -0.1], [0.0, 0.0, 0.0], [0.0, 0.0, 0.0], [0.0, 0.0, 0.0], [0.0, 0.0, 0.0], [0.0, 0.0, 0.0], [0.0, 0.0, 0.0], [0.0, -0.1, -0.1], [0.0, 0.0, 0.0], [0.0, 0.0, 0.0], [0.0, 0.0, 0.0], [0.0, 0.0, 0.0], [0.0, 0.0, 0.0], [0.0, 0.0, 0.0], [0.0, 0.0, 0.0], [0.0, 0.0, -0.1], [0.1, 0.0, 0.0], [0.0, 0.0, 0.0], [0.0, 0.0, 0.0], [0.0, 0.0, 0.0], [0.0, 0.0, 0.0], [0.0, 0.0, 0.0], [0.0, -0.1, 0.0], [0.0, 0.0, 0.0], [0.0, 0.0, 0.0], [0.0, 0.0, 0.0], [0.0, 0.0, 0.0], [-0.1, 0.0, 0.0], [0.0, 0.0, 0.0], [0.0, 0.1, 0.0], [0.0, 0.0, 0.0], [0.0, 0.0, 0.0], [0.0, 0.1, 0.0], [0.0, -0.1, 0.0], [0.0, 0.0, 0.0], [0.0, 0.0, 0.0], [0.1, 0.0, -0.2]], "relative_energy_kj_mol": 138.7, "total_energy_ev": -108024.029, "orbital_gap_ev": 6.29, "charge": -2}